(1)
This record from the OMol25 dataset describes a 2-piece molecular cluster, CH2N2O3Si overall at a distorted geometry. The level of theory is ωB97M-V/def2-TZVPD.

Values from the calculation:
M, g mol⁻¹: 118.12
Energy above the lowest of the compared OMol25 structures with the same formula, charge and spin, kcal per mole: 68.2
LUMO level, eV: -1.76
HOMO-LUMO gap, Ha: 0.3458
Multiplicity: 1
E_HOMO, Eh: -0.411

Each atom is followed by the atoms it is bonded to, with distances in Å.
Element x y z (Å)
1 C 1.924 -1.099 -0.172  N2 1.140
2 N 2.859 -1.749 -0.120  C1 1.140
3 N -0.168 1.500 -0.031  O4 1.221, O5 1.238, Si7 1.834
4 O 0.441 2.197 -0.829  N3 1.221
5 O -0.459 1.822 1.128  N3 1.238
6 O -1.294 -0.827 0.740  Si7 1.548, H8 0.926
7 Si -0.540 -0.239 -0.478  N3 1.834, O6 1.548, H9 1.450
8 H -1.863 -0.649 1.448  O6 0.926
9 H -0.899 -0.956 -1.686  Si7 1.450



(2)
This record from the OMol25 dataset describes one molecule with the formula CH2N2O4 at a distorted geometry. The level of theory is ωB97M-V/def2-TZVPD.

Values from the calculation:
M, g mol⁻¹: 106.04
Energy above the lowest of the compared OMol25 structures with the same formula, charge and spin, kcal per mole: 43.4
LUMO level, eV: -0.86
HOMO-LUMO gap, Ha: 0.3549
Multiplicity: 1
E_HOMO, Eh: -0.386

Each atom is followed by the atoms it is bonded to, with distances in Å.
Element x y z (Å)
1 O 1.646 1.407 -0.159  C2 1.173
2 C 0.486 1.374 0.011  O1 1.173, N3 1.366, N5 1.555
3 N -0.278 0.242 0.026  C2 1.366, O4 1.362, H8 1.011
4 O 0.315 -0.959 -0.221  N3 1.362, H9 0.942
5 N -0.509 2.568 0.059  C2 1.555, O6 1.207, O7 1.200
6 O -1.644 2.288 0.359  N5 1.207
7 O -0.088 3.585 -0.419  N5 1.200
8 H -1.283 0.304 -0.059  N3 1.011
9 H 1.094 -0.599 -0.609  O4 0.942



(3)
This record from the OMol25 dataset describes a 2-piece molecular cluster, CH2N2O4 overall at a distorted geometry. The level of theory is ωB97M-V/def2-TZVPD.

Values from the calculation:
M, g mol⁻¹: 106.04
Energy above the lowest of the compared OMol25 structures with the same formula, charge and spin, kcal per mole: 11.8
LUMO level, eV: 0.10
HOMO-LUMO gap, Ha: 0.3860
Multiplicity: 1
E_HOMO, Eh: -0.382

Each atom is followed by the atoms it is bonded to, with distances in Å.
Element x y z (Å)
1 O -2.622 -1.558 0.814  C2 1.155
2 C -2.543 -0.940 -0.158  O1 1.155, O3 1.158
3 O -2.586 -0.210 -1.056  C2 1.158
4 O 0.412 -1.413 0.591  N5 1.224
5 N -0.264 -0.674 -0.112  O4 1.224, N6 1.356
6 N 0.249 0.574 -0.237  N5 1.356, O7 1.376, H8 0.999
7 O 1.518 0.896 0.187  N6 1.376, H9 1.047
8 H 0.088 1.093 -1.075  N6 0.999
9 H 1.811 0.021 0.683  O7 1.047



(4)
This record from the OMol25 dataset describes a 2-piece molecular cluster, CH2N2O4 overall at a distorted geometry. The level of theory is ωB97M-V/def2-TZVPD.

Values from the calculation:
M, g mol⁻¹: 106.04
Energy above the lowest of the compared OMol25 structures with the same formula, charge and spin, kcal per mole: 122.4
LUMO level (spin up / spin down), eV: -1.54 / -1.31
HOMO-LUMO gap (spin up / spin down), Ha: 0.3036 / 0.2963
Multiplicity: 1
E_HOMO (spin up / spin down), Eh: -0.360 / -0.345

Each atom is followed by the atoms it is bonded to, with distances in Å.
Element x y z (Å)
1 C -1.980 0.657 0.176  N3 1.378, O5 1.166
2 N -0.078 -0.475 -0.213  O7 1.362, H8 1.017
3 N -3.073 -0.177 0.084  C1 1.378, O4 1.217, O6 1.197
4 O -3.308 -1.077 0.869  N3 1.217
5 O -1.622 1.701 0.552  C1 1.166
6 O -3.611 -0.050 -0.978  N3 1.197
7 O 0.714 0.598 0.064  N2 1.362, H9 0.985
8 H -0.336 -0.996 0.621  N2 1.017
9 H 0.816 1.089 -0.784  O7 0.985



(5)
This record from the OMol25 dataset describes an isolated ion of composition CH2N2O4P and charge -1 at a distorted geometry. The level of theory is ωB97M-V/def2-TZVPD.

Values from the calculation:
M, g mol⁻¹: 137.01
Energy above the lowest of the compared OMol25 structures with the same formula, charge and spin, kcal per mole: 1.8
LUMO level, eV: 4.05
Net charge: -1
HOMO-LUMO gap, Ha: 0.2900
Multiplicity: 1
E_HOMO, Eh: -0.141

Each atom is followed by the atoms it is bonded to, with distances in Å.
Element x y z (Å)
1 N -1.496 0.070 -0.002  P2 1.663, H9 1.051, H10 0.999
2 P -0.074 0.070 0.859  N1 1.663, C3 2.045, N6 1.972
3 C 0.724 -1.576 -0.054  P2 2.045, O4 1.195, O5 1.217
4 O 0.125 -2.391 0.581  C3 1.195
5 O 1.528 -1.422 -0.953  C3 1.217
6 N 0.845 1.654 0.128  P2 1.972, O7 1.222, O8 1.216
7 O 0.411 2.517 -0.621  N6 1.222
8 O 2.000 1.547 0.495  N6 1.216
9 H -2.407 -0.150 0.474  N1 1.051
10 H -1.657 -0.320 -0.907  N1 0.999



(6)
This record from the OMol25 dataset describes one molecule with the formula CH2N2OP4 at a distorted geometry. The level of theory is ωB97M-V/def2-TZVPD.

Values from the calculation:
M, g mol⁻¹: 181.94
Energy above the lowest of the compared OMol25 structures with the same formula, charge and spin, kcal per mole: 11.8
LUMO level (spin up / spin down), eV: -1.10 / -1.09
HOMO-LUMO gap (spin up / spin down), Ha: 0.2493 / 0.2493
Multiplicity: 1
E_HOMO (spin up / spin down), Eh: -0.290 / -0.290

Each atom is followed by the atoms it is bonded to, with distances in Å.
Element x y z (Å)
1 C 0.171 0.096 -0.287  N3 1.293, H9 1.127, H10 1.101
2 N 2.454 -1.849 0.506  P5 1.610, P8 1.576
3 N 1.179 0.830 -0.626  C1 1.293, P6 1.754, P7 1.947
4 O 2.389 2.737 1.288  P7 1.466
5 P 2.919 -1.601 -1.016  N2 1.610, P6 2.119
6 P 2.770 0.496 -1.286  N3 1.754, P5 2.119, P7 2.365
7 P 2.308 1.331 0.878  N3 1.947, O4 1.466, P6 2.365, P8 2.670
8 P 1.839 -1.141 1.772  N2 1.576, P7 2.670
9 H -0.102 -0.880 -0.779  C1 1.127
10 H -0.535 0.668 0.336  C1 1.101



(7)
This record from the OMol25 dataset describes one molecule with the formula CH2N2OS at a distorted geometry. The level of theory is ωB97M-V/def2-TZVPD.

Values from the calculation:
M, g mol⁻¹: 90.11
Energy above the lowest of the compared OMol25 structures with the same formula, charge and spin, kcal per mole: 51.2
LUMO level, eV: 0.48
HOMO-LUMO gap, Ha: 0.3414
Multiplicity: 1
E_HOMO, Eh: -0.324

Each atom is followed by the atoms it is bonded to, with distances in Å.
Element x y z (Å)
1 C 0.278 1.051 -0.255  N2 1.269, S5 1.754, H6 1.139
2 N -0.931 0.862 0.086  C1 1.269, O3 1.506
3 O -1.273 -0.603 0.137  N2 1.506, N4 1.445
4 N -0.038 -1.354 0.121  O3 1.445, S5 1.735, H7 0.967
5 S 1.237 -0.388 -0.549  C1 1.754, N4 1.735
6 H 0.515 2.130 -0.529  C1 1.139
7 H 0.212 -1.698 0.990  N4 0.967



(8)
This record from the OMol25 dataset describes a 2-piece molecular cluster, CH2N2OS overall at a distorted geometry. The level of theory is ωB97M-V/def2-TZVPD.

Values from the calculation:
M, g mol⁻¹: 90.11
Energy above the lowest of the compared OMol25 structures with the same formula, charge and spin, kcal per mole: 78.9
LUMO level (spin up / spin down), eV: -2.43 / -2.19
HOMO-LUMO gap (spin up / spin down), Ha: 0.2184 / 0.2294
Multiplicity: 1
E_HOMO (spin up / spin down), Eh: -0.308 / -0.310

Each atom is followed by the atoms it is bonded to, with distances in Å.
Element x y z (Å)
1 C 0.787 2.962 -0.965  N3 1.211, S5 1.585
2 N -0.380 -0.008 -0.514  O4 1.314, H7 0.995
3 N 0.586 1.801 -0.686  C1 1.211
4 O 0.184 -0.300 0.636  N2 1.314, H6 0.994
5 S 0.757 4.529 -1.198  C1 1.585
6 H -0.331 -0.089 1.459  O4 0.994
7 H 0.118 -0.562 -1.174  N2 0.995



(9)
This record from the OMol25 dataset describes one molecule with the formula CH2N2OS at a distorted geometry. The level of theory is ωB97M-V/def2-TZVPD.

Values from the calculation:
M, g mol⁻¹: 90.11
Energy above the lowest of the compared OMol25 structures with the same formula, charge and spin, kcal per mole: 43.2
LUMO level, eV: -0.25
HOMO-LUMO gap, Ha: 0.3999
Multiplicity: 1
E_HOMO, Eh: -0.409

Each atom is followed by the atoms it is bonded to, with distances in Å.
Element x y z (Å)
1 N 0.310 1.793 1.824  C2 1.120
2 C 0.007 1.010 1.083  N1 1.120, S3 1.824
3 S -0.359 -0.170 -0.258  C2 1.824, N4 1.528, O5 1.450, H6 1.400
4 N 0.537 -1.389 -0.473  S3 1.528, H7 1.043
5 O -0.452 0.788 -1.342  S3 1.450
6 H -1.517 -0.907 0.014  S3 1.400
7 H 1.474 -1.125 -0.848  N4 1.043



(10)
This record from the OMol25 dataset describes a 2-piece molecular cluster, CH2N2OS2 overall at a distorted geometry. The level of theory is ωB97M-V/def2-TZVPD.

Values from the calculation:
M, g mol⁻¹: 122.17
Energy above the lowest of the compared OMol25 structures with the same formula, charge and spin, kcal per mole: 46.8
LUMO level, eV: -1.92
HOMO-LUMO gap, Ha: 0.2567
Multiplicity: 1
E_HOMO, Eh: -0.327

Each atom is followed by the atoms it is bonded to, with distances in Å.
Element x y z (Å)
1 C 0.139 1.229 0.354  N2 1.267, H7 0.992, H8 1.197
2 N -0.646 1.952 -0.328  C1 1.267, N3 1.132
3 N -1.438 2.380 -1.016  N2 1.132
4 O -0.887 -1.818 2.378  S6 1.464
5 S -0.514 -3.800 0.454  S6 1.892
6 S -1.292 -2.170 1.016  O4 1.464, S5 1.892
7 H 0.153 1.271 1.345  C1 0.992
8 H 1.160 0.918 -0.188  C1 1.197



(11)
This record from the OMol25 dataset describes a 2-piece molecular cluster, CH2N2S2 overall at a distorted geometry. The level of theory is ωB97M-V/def2-TZVPD.

Values from the calculation:
M, g mol⁻¹: 106.17
Energy above the lowest of the compared OMol25 structures with the same formula, charge and spin, kcal per mole: 114.1
LUMO level (spin up / spin down), eV: -3.17 / -3.17
HOMO-LUMO gap (spin up / spin down), Ha: 0.2045 / 0.2041
Multiplicity: 1
E_HOMO (spin up / spin down), Eh: -0.321 / -0.321

Each atom is followed by the atoms it is bonded to, with distances in Å.
Element x y z (Å)
1 C 2.429 0.179 -0.378  N2 1.139
2 N 2.920 1.157 -0.689  C1 1.139
3 N -0.170 -0.320 -0.317  S4 1.673, S5 1.607
4 S -0.758 1.130 -0.909  N3 1.673, H6 1.274
5 S -0.483 -1.807 -0.842  N3 1.607, H7 1.424
6 H -0.021 1.771 -0.090  S4 1.274
7 H 0.305 -2.439 0.161  S5 1.424



(12)
This record from the OMol25 dataset describes one molecule with the formula CH2N2S2 at a distorted geometry. The level of theory is ωB97M-V/def2-TZVPD.

Values from the calculation:
M, g mol⁻¹: 106.17
Energy above the lowest of the compared OMol25 structures with the same formula, charge and spin, kcal per mole: 70.4
Expectation value of S²: 2.02
LUMO level (spin up / spin down), eV: 0.59 / -2.54
HOMO-LUMO gap (spin up / spin down), Ha: 0.2309 / 0.2313
Multiplicity: 3
E_HOMO (spin up / spin down), Eh: -0.209 / -0.325

Each atom is followed by the atoms it is bonded to, with distances in Å.
Element x y z (Å)
1 C 0.057 -0.213 0.033  N2 1.210, N3 1.194
2 N 1.222 -0.146 0.351  C1 1.210, S5 1.654
3 N -1.077 -0.222 0.403  C1 1.194, S4 1.667
4 S -2.495 0.189 -0.371  N3 1.667, H6 1.330
5 S 2.695 -0.422 -0.350  N2 1.654, H7 1.327
6 H -3.065 0.021 0.819  S4 1.330
7 H 2.663 0.793 -0.884  S5 1.327



| no. | E (eV) |
| --- | --- |
| 1 | -18065.363 |
| 2 | -12234.769 |
| 3 | -12236.140 |
| 4 | -12231.343 |
| 5 | -21527.773 |
| 6 | -43249.914 |
| 7 | -16928.095 |
| 8 | -16926.896 |
| 9 | -16928.442 |
| 10 | -27764.259 |
| 11 | -25714.261 |
| 12 | -25714.383 |